# C3H4OS

An isolated molecule of C3H4OS at a distorted geometry (ωB97M-V/def2-TZVPD, the OMol25 dataset).

Summary:
- HOMO-LUMO gap: 8.26 eV
- F_max: 3.0 eV Å⁻¹
- Total charge: 0
- Electronic energy: -16056.884 eV

CARTESIAN COORDINATES (ANGSTROEM)
C1 1.071 -0.499 -0.445
C2 -0.296 -0.375 0.121
S1 -1.489 -1.457 0.023
C3 -1.002 0.905 0.557
O1 -0.765 1.952 -0.019
H1 1.231 0.282 -1.191
H2 1.250 -1.587 -0.788
H3 1.775 -0.287 0.421
H4 -1.773 1.065 1.322

Löwdin atomic charge list, values in e, 5 entries: number 1, C, carries -0.115; number 2, C, carries -0.772; number 3, S, carries 0.803; number 4, C, carries -0.355; number 5, O, carries 0.027